Record 1
# C19H26Br2MnN5OS2

A structure of composition C19H26Br2MnN5OS2 in a non-equilibrium geometry (ωB97M-V with the def2-TZVPD basis set, the OMol25 dataset).

Each line ends with the natural charge from an NBO analysis.
Element x y z (Å)
Br  6.621  -0.261  -0.579  0.07
Br  2.549  3.338  -2.002  0.12
Mn  -0.535  -0.958  0.068  1.25
S  -2.017  -3.135  0.300  0.19
S  0.007  0.035  2.401  -0.37
O  0.644  0.985  -1.012  -0.86
N  -0.945  -1.378  -2.142  -0.69
N  -2.721  -0.205  -0.115  -0.70
N  1.379  -1.485  -0.203  -0.60
N  0.114  2.482  1.228  -0.61
N  0.200  2.414  3.543  -0.59
C  0.949  4.397  2.506  -0.44
C  4.078  -2.210  -0.528  -0.08
C  -3.614  -0.878  0.867  -0.23
C  -2.019  -0.479  -2.527  -0.24
C  -3.611  -2.421  0.742  -0.54
C  2.328  -0.537  -0.490  0.11
C  -1.216  -2.731  -2.557  -0.24
C  4.716  0.156  -0.679  -0.08
C  0.346  3.828  3.795  -0.21
C  3.079  -3.217  -0.574  -0.26
C  -3.194  -0.309  -1.463  -0.25
C  2.919  1.782  -1.073  -0.22
C  1.739  -2.774  -0.270  0.06
C  0.190  3.971  1.255  -0.22
C  0.077  1.793  2.369  0.39
C  -2.149  -3.539  -1.583  -0.47
C  1.945  0.802  -0.871  0.38
C  3.745  -0.873  -0.431  -0.12
C  4.258  1.472  -0.762  -0.21
H  0.060  1.862  4.445  0.43
H  -0.060  -1.035  -2.479  0.42
H  -3.893  -1.124  -1.717  0.20
H  -1.815  -4.553  -1.566  0.24
H  -3.187  -3.484  -1.900  0.23
H  0.689  4.155  0.255  0.24
H  -2.578  -0.833  -3.435  0.19
H  -0.272  -3.336  -2.589  0.22
H  -0.686  4.204  4.079  0.20
H  5.088  -2.516  -0.576  0.24
H  4.983  2.305  -0.733  0.25
H  0.901  -3.500  -0.171  0.20
H  -4.669  -0.497  0.742  0.21
H  1.026  3.918  4.666  0.22
H  -3.187  -0.567  1.883  0.23
H  -1.692  0.592  -2.818  0.24
H  -3.789  0.562  -1.768  0.21
H  -2.538  0.787  0.145  0.40
H  1.933  3.939  2.509  0.22
H  3.281  -4.298  -0.616  0.24
H  -3.828  -2.808  1.797  0.27
H  -1.660  -2.737  -3.550  0.21
H  1.051  5.475  2.604  0.24
H  -4.308  -2.770  0.030  0.23
H  -0.842  4.300  1.198  0.20
H  0.129  1.896  0.352  0.45

Summary:
charge: +1
gap between HOMO and LUMO (spin up / spin down): 7.2411 / 7.0966 eV
multiplicity: 6
energy: -8183.8851 Eh

=====

Record 2
# C34H31N5O13

A cluster of 5 separate species, C34H31N5O13 in total in a non-equilibrium geometry (ωB97M-V with the def2-TZVPD basis set, the OMol25 dataset).

Each line ends with the Mulliken charge.
Element x y z (Å)
O  -1.755  -5.114  -3.342  -0.61
O  2.306  1.470  2.762  -0.38
O  1.726  -1.645  3.318  -0.62
O  -5.086  2.672  -4.040  -0.61
O  4.416  1.071  2.163  -0.49
O  -0.918  -0.446  0.742  -0.25
O  2.987  4.434  -3.162  -0.60
O  0.260  -3.149  2.841  -0.74
O  3.724  2.451  -2.746  -0.59
O  -1.930  -3.059  -2.712  -0.60
O  -5.586  4.735  -3.658  -0.61
O  0.207  0.811  2.944  -0.42
O  -2.777  -1.070  -0.255  -0.47
N  0.780  -2.356  3.607  1.02
N  3.779  -2.358  -1.198  -0.75
N  -5.136  3.654  -3.322  1.03
N  -2.400  -4.108  -3.115  1.06
N  3.845  3.664  -2.776  1.02
C  7.313  3.931  -1.422  -0.56
C  -4.675  4.617  -1.101  -0.50
C  -5.969  -3.052  -3.358  -0.57
C  6.465  6.147  -1.829  -0.42
C  3.370  -0.026  -0.537  -0.50
C  7.482  5.309  -1.392  -0.41
C  5.274  5.611  -2.293  -0.39
C  -1.745  -1.389  0.160  0.75
C  0.252  -0.163  -0.008  -0.60
C  -4.604  -3.014  -3.122  -0.27
C  -4.614  3.527  -1.953  0.02
C  -4.063  2.324  -1.547  -0.49
C  -0.814  -3.072  5.338  -0.43
C  -3.600  3.301  0.599  -0.67
C  -5.798  -5.363  -4.012  -0.45
C  2.629  0.425  0.698  -0.01
C  -0.756  -2.081  7.526  -0.41
C  3.300  1.003  1.910  0.20
C  0.237  -2.252  4.964  0.23
C  -6.565  -4.224  -3.805  -0.38
C  -3.552  2.213  -0.264  -0.11
C  1.150  0.889  2.298  0.16
C  -4.165  4.500  0.182  -0.37
C  6.124  3.388  -1.881  -0.16
C  4.230  -1.935  1.099  -0.69
C  0.291  -1.258  7.134  -0.68
C  3.805  -1.504  -0.286  0.71
C  -3.851  -4.154  -3.342  0.10
C  5.116  4.236  -2.308  0.10
C  -1.217  -2.811  0.133  -1.16
C  -4.432  -5.332  -3.781  -0.42
C  0.794  -1.341  5.846  -0.11
C  -1.310  -2.985  6.628  -0.49
C  1.327  0.346  0.898  1.14
H  -1.248  -3.776  4.642  0.45
H  -0.003  0.628  -0.732  0.26
H  6.599  7.221  -1.806  0.37
H  3.454  -1.955  -2.079  0.27
H  4.500  -2.993  1.026  0.41
H  2.701  -0.058  -1.396  0.53
H  0.618  -1.011  -0.598  0.36
H  -3.195  3.213  1.600  0.46
H  0.718  -0.553  7.834  0.38
H  -5.111  5.552  -1.423  0.45
H  -0.819  -3.076  1.116  0.26
H  4.268  0.571  -0.705  -0.01
H  -1.142  -2.019  8.536  0.38
H  -2.021  -3.458  -0.207  0.35
H  8.108  3.280  -1.083  0.38
H  4.485  6.266  -2.633  0.45
H  -4.023  1.475  -2.215  0.55
H  -0.399  -2.854  -0.592  0.37
H  -4.204  5.345  0.857  0.38
H  8.409  5.732  -1.025  0.38
H  -4.143  -2.100  -2.772  0.57
H  5.105  -1.392  1.466  0.30
H  -3.113  1.279  0.062  0.51
H  5.996  2.316  -1.901  0.43
H  -2.127  -3.624  6.936  0.38
H  1.610  -0.701  5.544  0.43
H  -6.569  -2.166  -3.196  0.39
H  -6.265  -6.276  -4.358  0.37
H  3.409  -1.868  1.818  -0.13
H  -7.631  -4.249  -3.994  0.38
H  -3.838  -6.219  -3.946  0.45

Summary:
charge: 0
gap between HOMO and LUMO: 8.8241 eV
energy: -2565.7429 Eh
SMILES: [H]/N=C(/C)CC1=C(COC(C)=O)C(=O)OC1=O.O=[N+]([O-])c1ccccc1.O=[N+]([O-])c1ccccc1.O=[N+]([O-])c1ccccc1.O=[N+]([O-])c1ccccc1

=====

Among the records above, which one has the highest charge?
C19H26Br2MnN5OS2